A single C22H30N2O4 molecule in a non-equilibrium geometry. Source: OMol25; level of theory: ωB97M-V/def2-TZVPD.

```
58
Properties=species:S:1:pos:R:3:forces:R:3
C -5.363622 -2.101229 -1.697837 0.4 0.2 -0.1
N -4.799177 -0.799653 -1.961727 -0.6 0.3 0.4
C -5.381631 -0.098897 -3.089411 0.4 -0.1 0.2
C -3.567408 -0.446405 -1.379566 1.2 0.4 0.4
C -2.323778 -0.745195 -1.999163 -0.6 0.2 -0.3
C -1.114557 -0.381768 -1.408218 0.3 -0.4 0.5
C -1.091724 0.210587 -0.134686 -0.2 -0.2 0.3
C 0.183424 0.613863 0.674006 -2.3 3.0 -1.7
C 1.132604 1.346028 -0.222943 2.0 2.1 -1.7
C 0.670481 2.169543 -1.396100 -0.8 -0.3 0.5
O -0.479724 2.395213 -1.729270 0.7 -0.5 0.1
O 1.631708 2.884926 -2.136373 0.3 -0.4 0.8
C 2.988950 2.769585 -1.705036 -0.4 0.5 0.6
C 3.821105 3.934765 -2.272758 -0.5 -0.3 0.2
C 3.533542 1.417157 -2.098195 0.2 -0.4 -0.1
O 3.007828 2.959487 -0.265041 -0.4 -0.7 -0.5
C 2.106471 2.208468 0.456090 -0.9 -0.1 0.2
O 2.103266 2.383944 1.675392 0.5 -0.4 -0.1
N 0.758895 -0.422460 1.555794 2.0 -3.0 2.6
C 2.239752 -0.770175 1.185866 -0.9 0.7 -0.3
C 2.812492 -1.899685 2.031282 0.2 -0.3 -0.1
C 1.821687 -2.401987 3.070630 -0.1 0.1 0.1
C 1.462762 -1.232256 3.982478 0.1 -0.4 0.2
C 0.863591 -0.081439 3.141551 -0.3 0.6 -1.0
C 0.539945 -2.852585 2.388535 0.1 -0.4 0.0
C -0.060124 -1.748147 1.535200 0.1 1.2 -0.4
C -2.319758 0.563829 0.445924 0.8 -0.4 0.1
C -3.529504 0.233822 -0.136223 -0.6 -0.1 -0.7
H -4.933832 -2.517142 -0.781211 -0.1 0.0 -0.2
H -6.446349 -2.007647 -1.581777 0.0 -0.2 0.0
H -5.155129 -2.782470 -2.531936 -0.1 -0.3 0.0
H -4.984116 0.918709 -3.171063 0.0 -0.3 0.1
H -5.190769 -0.636757 -4.027461 0.0 0.1 -0.2
H -6.468190 -0.042462 -2.954937 0.1 0.1 0.0
H -2.324989 -1.220692 -3.008077 0.0 0.4 0.9
H -0.172814 -0.590527 -1.934169 -0.4 0.1 0.3
H -0.221609 1.443710 1.277239 0.2 -0.7 0.9
H 3.374073 4.894602 -1.998160 0.0 -0.2 0.0
H 4.830268 3.894953 -1.853439 -0.1 -0.1 -0.1
H 3.875055 3.870029 -3.361821 0.0 -0.1 0.1
H 2.875367 0.622682 -1.726172 0.3 0.2 -0.1
H 3.575453 1.361139 -3.192431 0.1 0.0 0.2
H 4.535555 1.295445 -1.679115 0.0 0.0 -0.1
H 2.781329 0.155926 1.389426 -0.1 -0.2 -0.3
H 2.251868 -0.998505 0.109934 0.0 0.2 0.5
H 3.116516 -2.703499 1.359166 0.0 -0.2 0.1
H 3.727778 -1.546585 2.520169 -0.2 -0.1 0.0
H 2.257786 -3.231241 3.633036 -0.1 0.1 0.0
H 2.351548 -0.921129 4.550603 -0.1 0.3 -0.4
H 0.769077 -1.572116 4.765799 -0.1 0.2 -0.4
H 1.484137 0.817557 3.206834 -0.3 -0.1 -0.3
H -0.159570 0.139612 3.463841 0.2 0.1 -0.3
H 0.726535 -3.721013 1.754899 0.1 0.0 0.0
H -0.198341 -3.176177 3.127977 0.1 0.1 0.0
H -1.038493 -1.449798 1.912217 0.0 -0.1 -0.3
H -0.132480 -2.054912 0.488506 -0.1 0.2 0.2
H -2.276879 1.096191 1.396766 -0.2 -0.1 -0.2
H -4.476279 0.552786 0.335157 0.6 -0.3 -0.3
```
Forces are in eV/Å.

Values from the calculation:
structure (SMILES): CN(C)c1ccc([C@H](C2=C([O-])OC(C)(C)OC2=O)[N+]23CCC(CC2)CC3)cc1
ΔE to the lowest compared entry with this formula, charge and spin: 403.2 kJ/mol
LUMO: 0.253 eV
electronic energy: -1266.712225 a.u.
F_max: 4.474 eV/Å
charge: 0
Kohn-Sham gap: 7.47 eV